(1)
{
  "formula": "C5H4N3O2S2",
  "method": "ωB97M-V/def2-TZVPD",
  "total_charge": -1,
  "lumo_ha": 0.105,
  "e_homo_ev": -4.41,
  "total_energy_ha": -1303.98070,
  "elements": ["S", "S", "O", "O", "N", "N", "N", "C", "C", "C", "C", "C", "H", "H", "H", "H"],
  "coordinates": [[-0.283, -2.087, -3.678], [1.653, -2.506, -3.407], [2.591, -1.779, -4.251], [1.897, -3.931, -3.238], [1.221, 0.167, -1.806], [-1.023, 0.118, -1.406], [2.055, -1.828, -1.134], [-1.226, -0.336, -0.219], [0.078, 0.598, -2.083], [1.445, -0.788, -0.860], [1.142, -0.476, 0.542], [-0.159, -0.399, 0.795], [-2.179, -0.796, -0.099], [-0.410, -0.587, 1.779], [-0.056, 1.291, -2.961], [1.968, -0.532, 1.228]],
  "forces_ev_per_angstrom": [[0.998, -0.269, 0.043], [-0.088, 0.054, 0.738], [-0.558, -0.256, 0.777], [0.046, 0.978, 0.235], [1.021, 1.982, -1.647], [-2.625, 0.344, -0.771], [-0.126, -2.615, -1.632], [3.067, 0.507, -1.465], [-0.516, -0.058, 0.853], [1.570, 0.288, -0.066], [0.060, -0.110, -1.342], [-0.686, -0.072, -0.321], [-0.768, -0.121, 0.730], [-1.043, 0.152, 2.158], [-0.163, -0.728, 1.196], [-0.190, -0.077, 0.514]],
  "nbo_charge": [-0.569, 1.900, -0.920, -0.920, -0.448, -0.465, -0.547, 0.114, 0.275, 0.236, -0.149, -0.300, 0.184, 0.196, 0.193, 0.220]
}

---

(2)
{
  "formula": "C5H4NO3",
  "method": "ωB97M-V/def2-TZVPD",
  "total_charge": -1,
  "lumo_ha": 0.144,
  "e_homo_ev": -3.21,
  "total_energy_ha": -473.30055,
  "relative_energy_kj_mol": 440.0,
  "elements": ["O", "O", "O", "N", "C", "C", "C", "C", "C", "H", "H", "H", "H"],
  "coordinates": [[1.687, -2.582, 0.094], [2.028, 2.440, -0.033], [3.331, 0.597, -0.018], [3.011, -0.860, -0.125], [1.693, -1.337, -0.019], [-0.580, -0.250, -0.389], [0.780, -0.327, -0.135], [-1.554, 0.704, -0.042], [2.175, 1.259, -0.044], [-2.555, 0.677, -0.615], [3.611, -1.355, 0.517], [-1.194, 1.819, 0.188], [-0.938, -1.201, -0.732]],
  "forces_ev_per_angstrom": [[-0.632, 0.235, 0.091], [0.469, -0.179, -0.046], [-0.718, -1.722, 0.234], [2.324, 0.949, -0.479], [0.003, -0.224, -0.355], [-1.971, 1.402, 1.578], [2.757, 3.571, 0.311], [1.037, 1.619, -2.115], [-3.839, -2.636, -0.087], [1.504, -0.209, 1.243], [0.260, 0.290, 0.241], [-0.756, -2.588, -0.234], [-0.438, -0.508, -0.382]],
  "nbo_charge": [-0.723, -0.620, -0.405, -0.341, 0.494, -0.211, -0.311, -0.575, 0.775, 0.173, 0.363, 0.184, 0.197]
}

---

(3)
{
  "formula": "C5H4NO4S2",
  "method": "ωB97M-V/def2-TZVPD",
  "total_charge": -1,
  "lumo_ha": 0.101,
  "e_homo_ev": -4.67,
  "total_energy_ha": -1345.03111,
  "relative_energy_kj_mol": 0.0,
  "elements": ["S", "S", "O", "O", "O", "O", "N", "C", "C", "C", "C", "C", "H", "H", "H", "H"],
  "coordinates": [[1.606, 0.484, 0.588], [-1.663, 1.491, -2.166], [1.341, 1.803, 1.330], [1.859, -1.967, 3.202], [-0.705, 2.578, 0.093], [2.880, -0.314, 2.083], [0.271, -0.185, -1.871], [-0.707, 0.091, -2.683], [-0.647, 1.575, -0.718], [0.701, -0.855, 1.514], [0.302, 0.614, -0.835], [1.969, -1.086, 2.401], [-0.750, -0.338, -3.650], [0.559, -1.734, 0.719], [-0.177, -0.509, 1.990], [-0.016, 2.575, 0.865]],
  "forces_ev_per_angstrom": [[-2.249, 0.490, -1.720], [0.466, -0.692, 0.096], [0.203, -0.574, -0.188], [0.596, -2.124, 2.440], [-0.985, 1.937, 1.863], [1.868, 0.737, 0.615], [-0.280, -1.344, -1.979], [0.314, 1.071, 0.999], [0.444, -0.333, -1.840], [2.695, -0.720, -3.351], [1.019, 1.154, 3.857], [-2.523, -0.195, -0.934], [-0.552, -0.361, -0.684], [0.023, 1.840, 1.924], [-0.913, 0.285, 0.378], [-0.127, -1.172, -1.475]],
  "nbo_charge": [1.285, 0.253, -1.033, -0.706, -0.707, -0.716, -0.422, -0.181, 0.173, -0.692, -0.210, 0.758, 0.198, 0.227, 0.226, 0.546]
}

---

(4)
{
  "formula": "C5H4O",
  "method": "ωB97M-V/def2-TZVPD",
  "lumo_ha": -0.036,
  "e_homo_ev": -9.30,
  "smiles": "O=C1C=CC=C1",
  "total_energy_ha": -268.09204,
  "relative_energy_kj_mol": 53.3,
  "elements": ["O", "C", "C", "C", "C", "C", "H", "H", "H", "H"],
  "coordinates": [[2.078, 0.099, 0.011], [-0.220, 1.215, -0.032], [-1.428, 0.626, 0.027], [0.837, 0.031, 0.011], [-1.283, -0.800, -0.047], [0.003, -1.194, -0.015], [-2.118, -1.505, -0.012], [-0.041, 2.349, -0.095], [0.464, -2.180, 0.130], [-2.380, 1.277, 0.215]],
  "forces_ev_per_angstrom": [[-3.329, -0.019, 0.163], [0.522, 0.834, 0.087], [-0.691, 3.771, 0.341], [2.219, 1.520, -0.719], [-0.081, -2.774, 0.635], [0.001, -0.214, 0.444], [0.232, 0.345, -0.123], [0.011, -2.153, 0.307], [-0.552, 0.464, -0.398], [1.668, -1.774, -0.739]],
  "nbo_charge": [-0.477, -0.274, -0.230, 0.520, -0.163, -0.312, 0.223, 0.237, 0.239, 0.237]
}

---

(5)
{
  "formula": "C5H4O2",
  "method": "ωB97M-V/def2-TZVPD",
  "lumo_ha": 0.042,
  "e_homo_ev": -8.96,
  "total_energy_ha": -343.36968,
  "relative_energy_kj_mol": 59.6,
  "elements": ["O", "O", "C", "C", "C", "C", "C", "H", "H", "H", "H"],
  "coordinates": [[1.245, -2.144, -0.909], [0.542, -0.009, 1.194], [-0.383, 1.112, -0.498], [0.715, 0.986, 0.288], [-0.691, -0.529, 0.975], [-1.309, 0.116, -0.045], [2.001, -1.360, -1.234], [-2.298, -0.087, -0.431], [-0.524, 1.824, -1.300], [1.663, 1.502, 0.332], [-0.977, -1.343, 1.624]],
  "forces_ev_per_angstrom": [[0.926, 0.915, -0.428], [-0.027, 0.038, 0.018], [0.112, 0.032, 0.053], [-0.027, 0.147, -0.130], [-0.177, -0.035, -0.047], [0.014, -0.082, 0.093], [-0.899, -0.980, 0.370], [0.167, 0.014, 0.075], [0.046, -0.112, 0.134], [-0.157, -0.057, -0.023], [0.021, 0.121, -0.115]],
  "nbo_charge": [-0.507, -0.411, -0.318, 0.079, 0.090, -0.318, 0.502, 0.232, 0.233, 0.211, 0.208]
}

---

(6)
{
  "formula": "C5H4O2",
  "method": "ωB97M-V/def2-TZVPD",
  "lumo_ha": 0.010,
  "e_homo_ev": -9.19,
  "smiles": "O=c1cccco1",
  "total_energy_ha": -343.38888,
  "relative_energy_kj_mol": 9.1,
  "elements": ["O", "O", "C", "C", "C", "C", "C", "H", "H", "H", "H"],
  "coordinates": [[2.261, -1.391, -0.526], [0.131, -1.553, 0.105], [-0.082, 1.187, 0.076], [-1.255, 0.357, -0.011], [1.285, -0.804, -0.146], [-1.083, -0.973, 0.090], [1.145, 0.627, 0.093], [-0.197, 2.266, 0.155], [-2.248, 0.777, -0.106], [2.060, 1.200, 0.203], [-1.880, -1.703, 0.177]],
  "forces_ev_per_angstrom": [[-0.337, 0.226, 0.356], [0.035, 0.055, -0.136], [0.027, -0.059, 0.009], [0.064, -0.135, 0.066], [0.332, -0.120, -0.067], [-0.133, 0.231, -0.069], [-0.076, 0.033, -0.073], [0.034, -0.164, -0.007], [0.108, -0.072, 0.163], [-0.155, -0.108, -0.153], [0.102, 0.113, -0.089]],
  "nbo_charge": [-0.550, -0.461, -0.132, -0.358, 0.732, 0.207, -0.338, 0.224, 0.234, 0.238, 0.203]
}

---

(7)
{
  "formula": "C5H4O2",
  "method": "ωB97M-V/def2-TZVPD",
  "lumo_ha": [-0.003, -0.008],
  "e_homo_ev": [-8.40, -7.11],
  "total_energy_ha": -343.21078,
  "relative_energy_kj_mol": 476.7,
  "elements": ["O", "O", "C", "C", "C", "C", "C", "H", "H", "H", "H"],
  "coordinates": [[-1.276, 0.050, 2.456], [0.748, 1.220, 0.582], [1.142, 0.357, -0.499], [-1.017, -0.372, 1.410], [0.298, -0.756, -0.601], [0.431, 1.707, -0.688], [-0.830, -1.001, 0.237], [2.192, 0.330, -0.771], [-0.668, 1.749, -0.794], [0.556, -1.536, -1.315], [-1.577, -1.748, -0.017]],
  "forces_ev_per_angstrom": [[0.150, -0.113, -0.459], [0.215, 0.393, -0.085], [0.046, 1.264, -0.315], [-0.301, -0.159, 0.175], [-0.422, -1.250, -0.213], [-0.131, -0.853, 0.730], [0.249, 0.315, 0.174], [-0.116, -0.066, 0.121], [0.301, 0.160, -0.291], [-0.100, 0.184, 0.064], [0.108, 0.125, 0.099]],
  "nbo_charge": [-0.419, -0.484, -0.046, 0.773, -0.166, 0.051, -0.564, 0.218, 0.147, 0.218, 0.272]
}

---

(8)
{
  "formula": "C5H4O2",
  "method": "ωB97M-V/def2-TZVPD",
  "lumo_ha": [-0.025, -0.035],
  "e_homo_ev": [-9.08, -7.97],
  "total_energy_ha": -343.24347,
  "relative_energy_kj_mol": 390.9,
  "elements": ["O", "O", "C", "C", "C", "C", "C", "H", "H", "H", "H"],
  "coordinates": [[2.338, 1.038, -0.217], [-0.060, 1.349, 1.332], [1.086, -1.082, -0.464], [1.349, 0.338, -0.287], [0.003, 0.693, 0.191], [-1.125, -0.237, -0.157], [-0.231, -1.354, -0.609], [-0.611, -2.280, -1.037], [-1.803, 0.182, -0.916], [0.774, 1.847, 1.439], [-1.721, -0.493, 0.725]],
  "forces_ev_per_angstrom": [[-0.117, -0.187, 0.004], [0.069, 0.814, 0.354], [-0.732, -0.261, -0.744], [-0.223, 0.075, 0.596], [-0.136, 0.253, -0.160], [0.625, 0.197, 0.135], [0.305, -0.718, -0.239], [0.076, 0.128, 0.054], [0.159, -0.211, 0.093], [-0.167, -0.089, 0.001], [0.143, 0.000, -0.094]],
  "nbo_charge": [-0.542, -0.611, -0.037, 0.349, 0.339, -0.521, -0.186, 0.217, 0.242, 0.508, 0.243]
}

---

(9)
{
  "formula": "C5H4O2",
  "method": "ωB97M-V/def2-TZVPD",
  "lumo_ha": 0.042,
  "e_homo_ev": -8.95,
  "total_energy_ha": -343.36496,
  "relative_energy_kj_mol": 71.9,
  "elements": ["O", "O", "C", "C", "C", "C", "C", "H", "H", "H", "H"],
  "coordinates": [[-0.948, 0.596, -0.271], [0.151, 0.356, -2.836], [0.072, -0.720, -2.482], [0.776, 0.387, 1.127], [0.086, 1.238, 0.331], [-0.893, -0.699, 0.133], [0.137, -0.888, 0.991], [0.404, -1.823, 1.462], [0.205, 2.287, 0.103], [-1.607, -1.377, -0.310], [1.617, 0.644, 1.755]],
  "forces_ev_per_angstrom": [[-0.059, 0.003, 0.161], [0.008, -1.287, 0.317], [0.229, 1.207, -0.807], [-0.024, 0.101, 0.006], [0.092, 0.063, 0.169], [0.020, -0.147, 0.163], [-0.117, -0.038, -0.006], [0.001, 0.134, -0.047], [-0.108, -0.165, 0.028], [0.011, 0.195, 0.160], [-0.054, -0.067, -0.143]],
  "nbo_charge": [-0.417, -0.504, 0.501, -0.316, 0.085, 0.080, -0.314, 0.232, 0.209, 0.213, 0.232]
}

---

(10)
{
  "formula": "C5H4O2",
  "method": "ωB97M-V/def2-TZVPD",
  "lumo_ha": 0.007,
  "e_homo_ev": -9.18,
  "smiles": "O=c1cccco1",
  "total_energy_ha": -343.39236,
  "relative_energy_kj_mol": 0.0,
  "elements": ["O", "O", "C", "C", "C", "C", "C", "H", "H", "H", "H"],
  "coordinates": [[-1.349, 0.533, 0.060], [-1.506, -0.499, 2.027], [-0.661, 0.840, -1.054], [1.202, -0.438, -0.305], [0.547, -0.738, 0.837], [-0.814, -0.271, 1.071], [0.577, 0.381, -1.307], [-1.219, 1.510, -1.699], [0.991, -1.329, 1.630], [1.083, 0.646, -2.227], [2.214, -0.798, -0.466]],
  "forces_ev_per_angstrom": [[0.070, -0.006, 0.086], [0.272, 0.091, -0.382], [0.186, -0.012, -0.109], [-0.092, 0.007, 0.097], [0.047, 0.021, -0.095], [-0.087, -0.072, 0.226], [-0.107, 0.045, 0.080], [0.047, -0.163, 0.050], [-0.100, 0.062, -0.127], [-0.092, -0.002, 0.139], [-0.143, 0.029, 0.036]],
  "nbo_charge": [-0.458, -0.559, 0.211, -0.128, -0.334, 0.726, -0.355, 0.202, 0.237, 0.234, 0.223]
}

---

(11)
{
  "formula": "C5H4O2",
  "method": "ωB97M-V/def2-TZVPD",
  "lumo_ha": 0.004,
  "e_homo_ev": -8.87,
  "smiles": "O[C@@]12C=C1C=CO2",
  "total_energy_ha": -343.21003,
  "relative_energy_kj_mol": 478.7,
  "elements": ["O", "O", "C", "C", "C", "C", "C", "H", "H", "H", "H"],
  "coordinates": [[0.928, 0.320, -1.545], [-0.563, 1.407, -0.070], [0.301, -0.239, 1.243], [-0.288, 0.298, -0.894], [-0.134, -0.952, 0.073], [-0.069, 1.058, 1.140], [-0.992, -0.920, -0.960], [0.788, -0.689, 2.094], [-1.146, -1.559, -1.814], [-0.053, 1.842, 1.891], [1.229, -0.564, -1.159]],
  "forces_ev_per_angstrom": [[0.717, -0.349, 0.340], [0.163, -0.126, -0.099], [-0.024, 0.103, 0.243], [0.037, -0.400, 0.222], [-1.194, -0.006, 0.695], [0.169, -0.079, 0.103], [0.224, -0.282, -0.208], [-0.147, 0.054, 0.070], [-0.655, -0.234, 0.140], [-0.025, -0.104, -0.121], [0.735, 1.423, -1.383]],
  "nbo_charge": [-0.683, -0.441, -0.379, 0.441, -0.073, 0.229, -0.240, 0.241, 0.228, 0.208, 0.470]
}

---

(12)
{
  "formula": "C5H4O2S",
  "method": "ωB97M-V/def2-TZVPD",
  "lumo_ha": 0.002,
  "e_homo_ev": -7.93,
  "smiles": "O=C1C=C/C(=C\\O)S1",
  "total_energy_ha": -741.50948,
  "relative_energy_kj_mol": 202.6,
  "elements": ["S", "O", "O", "C", "C", "C", "C", "C", "H", "H", "H", "H"],
  "coordinates": [[1.464, -0.053, -1.333], [-0.005, 1.540, -2.889], [0.573, -1.015, 2.347], [0.546, -0.497, -0.010], [1.142, -0.642, 1.296], [-0.811, -0.006, 0.047], [-0.015, 0.814, -1.920], [-1.220, 0.695, -0.996], [-2.098, 1.134, -1.330], [2.311, -0.675, 1.527], [-1.410, -0.107, 1.009], [-0.476, -1.188, 2.252]],
  "forces_ev_per_angstrom": [[-0.253, 0.676, -1.749], [0.144, -0.690, 0.251], [-5.602, -1.607, 3.688], [0.970, -0.274, 6.546], [3.341, -0.028, -5.573], [-1.351, -0.617, 1.974], [-0.965, 1.834, -1.286], [3.474, -1.110, -1.332], [-1.485, 0.794, -0.023], [-2.430, 0.383, -1.142], [0.657, -0.028, -1.464], [3.499, 0.666, 0.110]],
  "nbo_charge": [0.314, -0.560, -0.624, -0.435, 0.286, -0.153, 0.378, -0.331, 0.242, 0.193, 0.194, 0.496]
}